Entry from OMol25: a cluster of 12 separate species, C36H84O24P4 in total (ωB97M-V/def2-TZVPD).

Last columns: bonded neighbours and bond lengths (Å).
Geometry (Å):
1 P 5.5695 -22.6798 10.9247  O9 1.550, O10 1.615, O14 1.477, O24 1.554
2 P 1.3238 -21.8788 16.3109  O6 1.604, O12 1.606, O25 1.447, O27 1.592
3 P 6.6446 -20.0274 6.6264  O8 1.553, O11 1.477, O16 1.602, O17 1.524
4 P 11.3369 -24.3898 6.7135  O22 1.481, O23 1.604, O26 1.564, O28 1.578
5 O 7.7541 -18.1517 10.1114  C58 1.181
6 O 1.3640 -22.9251 15.0957  P2 1.604, C54 1.425
7 O 7.4131 -24.8697 15.8446  C45 1.197
8 O 5.9714 -21.2221 7.3548  P3 1.553, C56 1.471
9 O 7.0552 -22.3919 10.5907  P1 1.550, C37 1.476
10 O 5.4392 -21.9505 12.3593  P1 1.615, C40 1.379
11 O 8.0982 -20.1337 6.3861  P3 1.477
12 O 2.6159 -22.3709 17.1286  P2 1.606, C29 1.437
13 O 0.8485 -25.7118 11.7523  C49 1.203
14 O 4.5024 -22.1616 10.0440  P1 1.477
15 O 2.4646 -26.6739 14.6080  C44 1.234
16 O 5.8167 -19.8606 5.2649  P3 1.602, C47 1.532
17 O 6.2439 -18.8337 7.4855  P3 1.524, C39 1.433
18 O 1.1172 -20.3629 11.0700  C43 1.220
19 O 11.4907 -22.0691 10.3997  C30 1.221
20 O 6.6670 -27.3488 10.1831  C64 1.236
21 O 4.1033 -17.2674 13.7378  C53 1.232
22 O 12.5194 -24.9291 7.4242  P4 1.481
23 O 10.8048 -25.2959 5.5017  P4 1.604, C48 1.469
24 O 5.6251 -24.2193 11.1291  P1 1.554, C59 1.478
25 O 0.0712 -21.8174 17.0333  P2 1.447
26 O 9.9638 -24.1984 7.4377  P4 1.564, C36 1.398
27 O 1.8433 -20.4750 15.7699  P2 1.592, C52 1.453
28 O 11.6316 -22.9766 6.0766  P4 1.578, C60 1.489
29 C 2.8791 -21.9058 18.4620  O12 1.437, H100 1.115, H102 1.139, H116 1.090
30 C 12.3068 -22.9771 10.4399  O19 1.221, C46 1.463, C50 1.521
31 C 6.0285 -18.6337 13.9184  C53 1.514, H98 1.060, H104 1.070, H124 1.080
32 C 1.9131 -24.5714 9.9661  C49 1.501, H66 1.049, H107 1.114, H138 1.051
33 C 5.2700 -26.5484 8.4044  C64 1.512, H103 1.109, H109 1.127, H120 1.081
34 C 7.4460 -27.8052 7.9597  C64 1.498, H94 1.086, H108 1.100, H148 1.103
35 C 1.5752 -28.3423 13.1860  C44 1.524, H69 1.101, H139 1.087, H146 1.062
36 C 9.5760 -23.0424 8.1224  O26 1.398, H85 1.099, H97 1.086, H132 1.051
37 C 7.6557 -21.0490 10.4690  O9 1.476, H67 1.062, H79 1.101, H99 1.091
38 C 3.9206 -27.0203 12.7072  C44 1.574, H76 1.078, H82 1.092, H92 1.154
39 C 4.9552 -18.8069 8.1118  O17 1.433, H96 1.051, H121 1.089, H145 1.082
40 C 4.2149 -22.0411 12.9879  O10 1.379, H72 1.086, H90 1.111, H126 1.098
41 C 9.7569 -18.5990 8.8917  C58 1.539, H68 1.080, H86 1.086, H136 1.101
42 C 8.4859 -16.3748 8.6605  C58 1.539, H77 1.070, H81 1.067, H147 1.057
43 C 1.2117 -19.8530 9.9660  O18 1.220, C51 1.555, C63 1.492
44 C 2.6356 -27.3158 13.5677  O15 1.234, C35 1.524, C38 1.574
45 C 6.3557 -25.0768 16.3653  O7 1.197, C55 1.553, C62 1.537
46 C 13.6760 -22.7496 9.9772  C30 1.463, H73 1.124, H110 1.086, H129 1.098
47 C 6.5323 -19.2024 4.0808  O16 1.532, H91 1.076, H119 1.081, H137 1.144
48 C 11.8453 -25.6649 4.5328  O23 1.469, H93 1.026, H111 1.107, H117 1.111
49 C 1.1316 -24.6582 11.2448  O13 1.203, C32 1.501, C57 1.453
50 C 11.9026 -24.3615 10.9236  C30 1.521, H89 1.101, H118 1.109, H141 1.106
51 C 1.2908 -20.5633 8.5852  C43 1.555, H123 1.059, H135 1.101, H140 1.076
52 C 1.0173 -19.7055 14.8544  O27 1.453, H71 1.066, H83 1.101, H115 1.090
53 C 4.8216 -18.0972 13.1774  O21 1.232, C31 1.514, C61 1.510
54 C 0.6197 -24.1333 15.2203  O6 1.425, H75 1.102, H78 1.096, H105 1.064
55 C 5.0096 -24.4549 15.9039  C45 1.553, H101 1.088, H114 1.124, H144 1.074
56 C 6.0060 -22.5571 6.7381  O8 1.471, H80 1.046, H133 1.105, H143 1.064
57 C 0.8121 -23.4142 11.9250  C49 1.453, H113 1.102, H125 1.092, H127 1.075
58 C 8.5775 -17.7357 9.3743  O5 1.181, C41 1.539, C42 1.539
59 C 6.6279 -24.6723 12.1154  O24 1.478, H88 1.069, H122 1.083, H142 1.102
60 C 10.5734 -22.4524 5.1694  O28 1.489, H106 1.082, H112 1.096, H128 1.160
61 C 4.5781 -18.4672 11.7338  C53 1.510, H74 1.087, H84 1.075, H95 1.095
62 C 6.2030 -26.1031 17.4997  C45 1.537, H65 1.114, H130 1.107, H134 1.094
63 C 1.3982 -18.3764 9.8572  C43 1.492, H70 1.072, H87 1.074, H131 1.044
64 C 6.4644 -27.2870 8.9650  O20 1.236, C33 1.512, C34 1.498
65 H 5.5423 -25.6270 18.2591  C62 1.114
66 H 2.3627 -25.5048 9.8036  C32 1.049
67 H 7.2148 -20.4875 9.6828  C37 1.062
68 H 10.6542 -18.0730 8.6001  C41 1.080
69 H 1.3268 -28.9703 14.0561  C35 1.101
70 H 1.1625 -18.0006 10.8327  C63 1.072
71 H 0.0133 -19.9270 15.1359  C52 1.066
72 H 4.3469 -21.5396 13.9421  C40 1.086
73 H 13.8273 -21.7134 9.5697  C46 1.124
74 H 5.4289 -18.7544 11.1207  C61 1.087
75 H -0.4220 -23.8170 15.0478  C54 1.102
76 H 3.8096 -27.3210 11.6780  C38 1.078
77 H 9.2106 -16.2620 7.8816  C42 1.070
78 H 0.6190 -24.5618 16.2290  C54 1.096
79 H 7.4353 -20.5929 11.4462  C37 1.101
80 H 5.8103 -23.1933 7.5444  C56 1.046
81 H 8.4556 -15.5334 9.3164  C42 1.067
82 H 4.0214 -25.9367 12.7962  C38 1.092
83 H 1.1009 -20.1474 13.8491  C52 1.101
84 H 4.1459 -17.5997 11.2682  C61 1.075
85 H 8.5106 -23.1892 8.3500  C36 1.099
86 H 9.4280 -19.1352 8.0062  C41 1.086
87 H 0.8057 -18.0040 9.0420  C63 1.074
88 H 6.6922 -24.0990 13.0156  C59 1.069
89 H 11.3316 -24.9182 10.1642  C50 1.101
90 H 3.8906 -23.0553 13.3054  C40 1.111
91 H 6.1339 -19.6869 3.2064  C47 1.076
92 H 4.8594 -27.6080 13.0314  C38 1.154
93 H 11.6990 -26.5563 4.0465  C48 1.026
94 H 8.2208 -28.2667 8.5647  C34 1.086
95 H 3.8924 -19.3136 11.6183  C61 1.095
96 H 4.1642 -18.9049 7.4271  C39 1.051
97 H 9.8013 -22.1469 7.5503  C36 1.086
98 H 5.7695 -18.8191 14.9291  C31 1.060
99 H 8.7308 -21.2138 10.3857  C37 1.091
100 H 3.9916 -21.9771 18.4745  C29 1.115
101 H 5.0470 -23.8203 15.0213  C55 1.088
102 H 2.2785 -22.6862 19.0339  C29 1.139
103 H 4.6630 -27.2569 7.8051  C33 1.109
104 H 6.4272 -19.5409 13.5137  C31 1.070
105 H 1.0036 -24.8476 14.5312  C54 1.064
106 H 10.5933 -21.3745 5.2610  C60 1.082
107 H 1.1372 -24.2826 9.2214  C32 1.114
108 H 7.8012 -27.0040 7.2942  C34 1.100
109 H 4.6192 -26.1059 9.2106  C33 1.127
110 H 14.0258 -23.4856 9.2600  C46 1.086
111 H 11.9013 -24.8331 3.8051  C48 1.107
112 H 9.5810 -22.8165 5.4581  C60 1.096
113 H -0.0412 -23.4740 12.6198  C57 1.102
114 H 4.4177 -25.3912 15.7148  C55 1.124
115 H 1.2680 -18.6507 14.9690  C52 1.090
116 H 2.7048 -20.8373 18.5841  C29 1.090
117 H 12.8282 -25.7576 5.0433  C48 1.111
118 H 12.8380 -24.8821 11.2118  C50 1.109
119 H 6.2727 -18.1692 4.2632  C47 1.081
120 H 5.6001 -25.8004 7.6980  C33 1.081
121 H 4.8291 -17.8175 8.5500  C39 1.089
122 H 6.4249 -25.7064 12.3631  C59 1.083
123 H 2.2638 -20.9642 8.4673  C51 1.059
124 H 6.8170 -17.8959 13.9517  C31 1.080
125 H 1.7147 -23.0566 12.4252  C57 1.092
126 H 3.4005 -21.6186 12.3840  C40 1.098
127 H 0.6423 -22.6238 11.2162  C57 1.075
128 H 10.7995 -22.8131 4.0905  C60 1.160
129 H 14.4087 -22.9273 10.7756  C46 1.098
130 H 7.1481 -26.4998 17.9185  C62 1.107
131 H 2.3931 -18.1075 9.6882  C63 1.044
132 H 10.1526 -22.9207 8.9925  C36 1.051
133 H 7.0309 -22.6836 6.3461  C56 1.105
134 H 5.6554 -26.9305 17.0400  C62 1.094
135 H 0.9702 -19.9275 7.7451  C51 1.101
136 H 10.0069 -19.3380 9.6688  C41 1.101
137 H 7.6443 -19.3755 4.2863  C47 1.144
138 H 2.5328 -23.7283 10.0672  C32 1.051
139 H 0.6932 -27.7600 12.9338  C35 1.087
140 H 0.6291 -21.4028 8.7087  C51 1.076
141 H 11.1723 -24.2502 11.7463  C50 1.106
142 H 7.6551 -24.6493 11.7177  C59 1.102
143 H 5.2619 -22.5722 5.9778  C56 1.064
144 H 4.4969 -24.0118 16.7365  C55 1.074
145 H 4.8530 -19.5818 8.8597  C39 1.082
146 H 1.8315 -28.9923 12.3863  C35 1.062
147 H 7.5850 -16.4352 8.1103  C42 1.057
148 H 6.9040 -28.5242 7.3228  C34 1.103

## Properties
LUMO   0.0115 Eh
SMILES   COP(=O)(OC)OC.COP(=O)(OC)OC.COP(=O)(OC)OC.COP(=O)(OC)OC.CC(C)=O.CC(C)=O.CC(C)=O.CC(C)=O.CC(C)=O.CC(C)=O.CC(C)=O.CC(C)=O
E_tot   -124996.993 eV
Spin multiplicity   1

Results of the Mulliken charge analysis, in e, for atoms 1 through 99: atom 1 (P): 1.11, atom 2 (P): -0.10, atom 3 (P): 0.54, atom 4 (P): 0.90, atom 5 (O): -0.41, atom 6 (O): 0.84, atom 7 (O): -0.56, atom 8 (O): 0.53, atom 9 (O): -0.59, atom 10 (O): -0.88, atom 11 (O): -0.74, atom 12 (O): 0.07, atom 13 (O): -0.61, atom 14 (O): -0.58, atom 15 (O): -0.56, atom 16 (O): -0.37, atom 17 (O): -0.15, atom 18 (O): -0.38, atom 19 (O): -0.56, atom 20 (O): -0.54, atom 21 (O): -0.64, atom 22 (O): -0.75, atom 23 (O): -0.35, atom 24 (O): 0.81, atom 25 (O): -0.77, atom 26 (O): 0.13, atom 27 (O): -0.19, atom 28 (O): -0.33, atom 29 (C): -0.78, atom 30 (C): 0.95, atom 31 (C): -1.02, atom 32 (C): -0.29, atom 33 (C): -0.61, atom 34 (C): -1.24, atom 35 (C): -1.25, atom 36 (C): 0.34, atom 37 (C): -0.12, atom 38 (C): -0.21, atom 39 (C): -0.65, atom 40 (C): -0.22, atom 41 (C): -0.66, atom 42 (C): -1.34, atom 43 (C): 1.12, atom 44 (C): 0.74, atom 45 (C): 0.64, atom 46 (C): -1.36, atom 47 (C): -0.65, atom 48 (C): -0.79, atom 49 (C): 0.52, atom 50 (C): -0.93, atom 51 (C): -0.95, atom 52 (C): -0.68, atom 53 (C): 0.36, atom 54 (C): -0.74, atom 55 (C): 0.31, atom 56 (C): -0.35, atom 57 (C): -0.44, atom 58 (C): 0.89, atom 59 (C): -1.00, atom 60 (C): -0.65, atom 61 (C): 0.61, atom 62 (C): -1.06, atom 63 (C): -1.36, atom 64 (C): 0.91, atom 65 (H): 0.28, atom 66 (H): 0.25, atom 67 (H): 0.09, atom 68 (H): 0.50, atom 69 (H): 0.36, atom 70 (H): 0.36, atom 71 (H): 0.45, atom 72 (H): 0.57, atom 73 (H): 0.30, atom 74 (H): -0.36, atom 75 (H): 0.29, atom 76 (H): 0.29, atom 77 (H): 0.37, atom 78 (H): 0.31, atom 79 (H): 0.29, atom 80 (H): -0.18, atom 81 (H): 0.39, atom 82 (H): -0.48, atom 83 (H): 0.19, atom 84 (H): 0.53, atom 85 (H): -0.25, atom 86 (H): -0.06, atom 87 (H): 0.56, atom 88 (H): 0.46, atom 89 (H): 0.20, atom 90 (H): -0.30, atom 91 (H): 0.23, atom 92 (H): 0.43, atom 93 (H): 0.29, atom 94 (H): 0.33, atom 95 (H): -0.23, atom 96 (H): 0.53, atom 97 (H): 0.41, atom 98 (H): 0.34, atom 99 (H): -0.22